1.
{
  "formula": "C24H72N8O12",
  "method": "ωB97M-V/def2-TZVPD",
  "symbols": ["N", "C", "N", "O", "H", "H", "H", "H", "N", "C", "N", "O", "H", "H", "H", "H", "N", "C", "N", "O", "H", "H", "H", "H", "N", "C", "N", "O", "H", "H", "H", "H", "C", "C", "C", "O", "H", "H", "H", "H", "H", "H", "H", "H", "C", "C", "C", "O", "H", "H", "H", "H", "H", "H", "H", "H", "C", "C", "C", "O", "H", "H", "H", "H", "H", "H", "H", "H", "C", "C", "C", "O", "H", "H", "H", "H", "H", "H", "H", "H", "C", "C", "C", "O", "H", "H", "H", "H", "H", "H", "H", "H", "C", "C", "C", "O", "H", "H", "H", "H", "H", "H", "H", "H", "C", "O", "H", "H", "H", "H", "C", "O", "H", "H", "H", "H"],
  "coordinates": [[1.019, -0.173, -4.748], [-0.116, -0.825, -4.737], [-0.088, -1.793, -3.938], [-1.176, -0.477, -5.526], [1.118, 0.552, -5.438], [1.677, -0.242, -4.021], [-0.987, -2.308, -3.893], [0.524, -1.833, -3.140], [2.270, 0.188, -1.573], [2.773, -0.918, -1.999], [2.023, -1.996, -2.101], [4.096, -0.927, -2.281], [1.253, 0.212, -1.394], [2.835, 1.044, -1.490], [2.633, -2.799, -2.219], [1.174, -2.289, -1.574], [1.736, 3.909, -0.119], [1.822, 5.163, -0.382], [3.049, 5.566, -0.691], [0.728, 5.954, -0.282], [0.793, 3.521, 0.146], [2.614, 3.354, 0.053], [3.283, 6.495, -0.889], [3.811, 4.847, -0.797], [1.230, 0.537, 3.020], [0.141, -0.193, 2.991], [-0.658, 0.240, 3.908], [-0.118, -1.285, 2.296], [1.892, 0.128, 2.339], [1.243, 1.516, 3.174], [-1.603, -0.102, 3.719], [-0.629, 1.067, 4.513], [4.430, -0.629, 2.694], [3.776, -0.963, 1.376], [3.090, -2.333, 1.307], [2.918, -0.133, 1.002], [4.915, -1.435, 3.132], [3.714, -0.312, 3.400], [5.142, 0.177, 2.540], [4.574, -1.010, 0.595], [3.537, -3.013, 1.986], [2.876, -2.732, 0.320], [2.088, -2.267, 1.745], [2.779, -0.186, 0.070], [-3.127, -2.564, 2.622], [-3.890, -1.275, 3.025], [-5.067, -1.720, 3.908], [-3.238, -0.365, 3.581], [-2.542, -2.204, 1.759], [-3.698, -3.321, 2.237], [-2.439, -2.840, 3.438], [-4.349, -0.692, 2.144], [-5.513, -0.815, 4.440], [-4.736, -2.474, 4.600], [-5.799, -2.130, 3.208], [-3.420, -0.471, 4.468], [-0.703, 1.179, -1.591], [-0.739, 0.287, -0.305], [-2.174, 0.033, 0.128], [-0.250, -0.848, -0.467], [-1.194, 0.726, -2.469], [0.202, 1.563, -2.008], [-1.225, 2.095, -1.422], [-0.193, 0.823, 0.466], [-2.628, 0.967, 0.129], [-2.108, -0.397, 1.109], [-2.721, -0.582, -0.562], [-0.332, -1.429, 0.295], [0.011, 4.817, 2.631], [-0.607, 3.564, 2.040], [-2.016, 3.246, 2.581], [-0.869, 3.556, 0.838], [-0.556, 5.693, 2.488], [1.073, 4.822, 2.227], [-0.114, 4.594, 3.717], [0.002, 2.687, 2.226], [-2.707, 4.031, 2.374], [-1.897, 3.222, 3.640], [-2.343, 2.363, 2.238], [-0.858, 4.489, 0.573], [1.487, 5.359, -4.058], [1.144, 4.006, -3.547], [0.878, 3.034, -4.758], [2.003, 3.370, -2.905], [1.930, 6.020, -3.287], [0.563, 5.797, -4.366], [2.083, 5.330, -4.983], [0.311, 4.026, -2.939], [0.205, 2.298, -4.355], [1.767, 2.557, -5.191], [0.208, 3.515, -5.542], [2.134, 3.661, -1.971], [-1.961, -3.926, -0.213], [-0.583, -4.523, -0.465], [-0.105, -4.454, -1.904], [0.265, -4.156, 0.320], [-2.153, -2.860, -0.264], [-2.238, -4.252, 0.766], [-2.719, -4.325, -0.895], [-0.673, -5.545, -0.222], [-0.011, -3.481, -2.265], [-0.924, -4.969, -2.473], [0.719, -5.116, -2.067], [-0.008, -4.496, 1.175], [0.448, -4.618, 3.932], [-0.299, -3.930, 2.905], [0.333, -5.667, 3.824], [0.169, -4.436, 4.991], [1.498, -4.363, 3.811], [-0.130, -2.976, 2.791], [-2.881, -1.821, -3.050], [-2.573, -2.875, -3.906], [-3.396, -1.007, -3.466], [-2.034, -1.410, -2.477], [-3.497, -2.430, -2.314], [-3.398, -3.278, -4.071]],
  "e_lumo_ev": -0.047,
  "smiles": "NC(N)=O.NC(N)=O.NC(N)=O.NC(N)=O.CC(C)O.CC(C)O.CC(C)O.CC(C)O.CC(C)O.CC(C)O.CO.CO",
  "energy_ha": -2298.222811,
  "gap_ev": 8.38
}

---

2.
{
  "formula": "C24H72O24",
  "method": "ωB97M-V/def2-TZVPD",
  "symbols": ["O", "C", "C", "O", "H", "H", "H", "H", "H", "H", "O", "C", "C", "O", "H", "H", "H", "H", "H", "H", "O", "C", "C", "O", "H", "H", "H", "H", "H", "H", "O", "C", "C", "O", "H", "H", "H", "H", "H", "H", "O", "C", "C", "O", "H", "H", "H", "H", "H", "H", "O", "C", "C", "O", "H", "H", "H", "H", "H", "H", "O", "C", "C", "O", "H", "H", "H", "H", "H", "H", "O", "C", "C", "O", "H", "H", "H", "H", "H", "H", "O", "C", "C", "O", "H", "H", "H", "H", "H", "H", "O", "C", "C", "O", "H", "H", "H", "H", "H", "H", "O", "C", "C", "O", "H", "H", "H", "H", "H", "H", "O", "C", "C", "O", "H", "H", "H", "H", "H", "H"],
  "coordinates": [[4.725, 0.088, 0.112], [6.009, -0.698, 0.205], [7.197, 0.194, -0.242], [7.055, 0.396, -1.622], [4.211, -0.588, -0.336], [6.079, -0.972, 1.258], [6.039, -1.659, -0.309], [8.149, -0.254, 0.042], [7.064, 1.037, 0.436], [7.545, -0.245, -2.141], [-5.488, 1.359, 4.853], [-4.388, 2.166, 4.509], [-4.245, 3.374, 5.325], [-4.155, 2.937, 6.693], [-5.177, 1.025, 5.698], [-3.509, 1.529, 4.611], [-4.405, 2.345, 3.434], [-5.083, 4.061, 5.212], [-3.440, 4.078, 5.111], [-4.352, 3.696, 7.247], [5.069, -5.279, 1.783], [3.686, -5.325, 1.310], [2.694, -5.915, 2.313], [3.094, -5.578, 3.604], [5.016, -5.410, 2.732], [3.334, -4.296, 1.236], [3.568, -5.817, 0.344], [2.780, -6.979, 2.091], [1.736, -5.566, 1.928], [2.291, -5.218, 3.988], [-0.675, 8.038, 0.898], [0.043, 7.039, 0.219], [-1.025, 5.872, -0.011], [-2.284, 6.368, -0.536], [-1.565, 8.049, 0.538], [0.488, 7.504, -0.661], [0.865, 6.671, 0.833], [-1.206, 5.406, 0.957], [-0.800, 5.138, -0.785], [-2.863, 5.624, -0.715], [0.284, 3.799, -5.428], [1.073, 2.693, -5.262], [1.945, 2.645, -3.982], [2.852, 1.523, -4.056], [0.217, 4.018, -6.360], [0.474, 1.787, -5.352], [1.790, 2.661, -6.083], [1.286, 2.616, -3.114], [2.310, 3.637, -3.718], [3.520, 1.662, -3.380], [-8.284, -5.402, 2.112], [-7.214, -4.898, 2.836], [-6.454, -4.023, 1.795], [-5.521, -2.979, 2.337], [-8.169, -6.324, 1.869], [-7.632, -4.368, 3.692], [-6.614, -5.694, 3.278], [-7.083, -3.490, 1.083], [-5.891, -4.700, 1.152], [-6.129, -2.515, 2.917], [3.910, -1.861, -6.037], [3.849, -3.043, -5.229], [2.468, -3.692, -5.526], [1.548, -3.108, -4.727], [3.728, -1.108, -5.470], [4.589, -3.821, -5.418], [4.027, -2.846, -4.172], [2.409, -4.780, -5.489], [2.227, -3.693, -6.589], [0.644, -3.398, -4.869], [-5.755, 1.476, -3.573], [-6.099, 1.276, -2.176], [-4.960, 0.760, -1.226], [-3.987, 1.754, -1.121], [-6.182, 2.270, -3.902], [-6.504, 2.232, -1.844], [-6.997, 0.670, -2.054], [-4.459, -0.140, -1.583], [-5.299, 0.485, -0.227], [-3.078, 1.492, -0.957], [1.102, -1.214, -1.090], [-0.322, -0.986, -0.887], [-0.700, -0.501, 0.528], [-0.284, 0.868, 0.478], [1.271, -1.854, -1.785], [-0.449, -0.240, -1.672], [-0.760, -1.933, -1.201], [-0.151, -1.074, 1.275], [-1.757, -0.605, 0.771], [0.669, 0.912, 0.366], [3.800, 4.064, 1.085], [4.931, 4.888, 0.868], [5.676, 5.377, 2.109], [5.998, 4.283, 2.910], [4.152, 3.185, 0.923], [5.738, 4.366, 0.354], [4.737, 5.855, 0.405], [5.119, 5.963, 2.839], [6.458, 6.101, 1.883], [6.508, 4.479, 3.699], [-2.876, -4.968, -4.813], [-4.140, -4.476, -4.379], [-4.589, -5.130, -3.096], [-4.769, -6.534, -3.322], [-3.003, -5.920, -4.798], [-4.106, -3.387, -4.402], [-4.909, -4.644, -5.133], [-5.513, -4.629, -2.807], [-3.884, -5.001, -2.275], [-3.941, -6.829, -3.707], [1.250, -0.024, 5.686], [2.422, 0.282, 5.003], [2.725, 1.792, 5.033], [1.837, 2.506, 4.282], [0.623, 0.644, 5.397], [3.366, -0.152, 5.334], [2.267, -0.050, 3.977], [3.678, 1.915, 4.519], [2.766, 2.357, 5.965], [2.140, 2.542, 3.372]],
  "e_lumo_ev": 0.061,
  "smiles": "OCCO.OCCO.OCCO.OCCO.OCCO.OCCO.OCCO.OCCO.OCCO.OCCO.OCCO.OCCO",
  "energy_ha": -2762.939147,
  "gap_ev": 9.79
}